20
Properties=species:S:1:pos:R:3 method="wB97M-V/def2-TZVPD" largest_force_ev_per_a=10.176 orbital_gap_ev=8.0 e_tot_ev=-16609.8274 mol_weight_g_mol=168.148 de_lowest_kcal_mol=139.9
C -2.526 2.326 2.183
C -0.859 1.396 0.677
C -0.280 0.201 -0.036
C 1.011 0.628 -0.595
C 1.632 -0.385 -1.269
C 1.412 -1.781 -1.130
C 0.281 -2.083 -0.326
C -0.620 -0.979 0.136
H -3.591 1.809 2.441
H -2.649 3.015 1.312
H -2.303 2.802 3.370
H 1.213 1.797 -0.535
H 3.291 -0.775 -2.423
H 1.875 -2.521 -1.654
H -0.436 -3.358 1.035
H -1.607 -1.184 0.651
O -1.646 1.269 1.814
O -0.478 2.431 0.149
O 2.812 0.016 -1.869
O -0.200 -3.405 -0.348